(1)
107
Properties=species:S:1:pos:R:3:forces:R:3:lowdin_charge:R:1 method="wB97M-V/def2-TZVPD" homo_energy_ev=-8.0 energy_ha=-3057.28105 total_charge=0 smiles="CCCCN[C@@]1(CCOC(C)=O)OC(=O)O[C@]1(S)[C@H](C)CC.CN(C)P(=O)(N(C)C)N(C)C.CN(C)P(=O)(N(C)C)N(C)C" homo_lumo_gap_ev=7.155
C 2.7183 4.9866 0.4141 0.4 -0.5 -0.3 -0.102
C 2.0581 3.7679 -0.2695 1.0 0.8 -0.3 -0.255
C 3.0704 2.6236 -0.3140 -0.4 -0.6 0.3 -0.188
C 2.4859 1.2225 -0.5943 0.4 0.4 0.4 -0.182
N 1.1034 1.0835 -0.1188 0.0 -0.7 -1.1 0.038
C 0.6451 -0.2980 -0.0365 0.5 2.3 1.0 -0.435
C 1.0506 -1.2891 -1.1565 -0.6 0.2 0.5 -0.051
C 2.2314 -2.2054 -0.8766 -0.3 0.0 -0.8 -0.117
O 3.4531 -1.6650 -1.4233 0.1 -0.5 0.4 -0.020
C 4.5407 -1.7819 -0.6192 0.7 0.4 0.4 -0.529
C 5.7750 -2.2671 -1.3373 -0.3 0.0 0.0 0.025
O 4.5497 -1.4923 0.5486 -0.4 -0.2 -0.3 0.121
O 1.1495 -0.7738 1.2357 -0.3 -1.9 -0.7 0.017
C 0.2558 -1.7508 1.5732 -0.1 0.1 -0.1 -0.602
O 0.4135 -2.5893 2.3884 0.1 -0.2 0.2 0.191
O -0.9018 -1.6441 0.8050 -0.1 0.3 0.2 0.021
C -0.8586 -0.2648 0.3528 0.2 -0.1 0.9 -0.492
S -0.9120 0.7061 1.9768 0.0 0.8 0.0 0.941
C -1.9259 0.2103 -0.6398 -0.1 0.1 -0.8 -0.301
C -1.5102 0.0819 -2.1250 -0.6 -0.5 0.2 -0.034
C -2.4595 1.6409 -0.3821 -0.6 0.0 0.3 -0.259
C -3.7399 1.5892 0.4821 0.4 -0.2 -0.5 -0.108
H 2.6205 4.9574 1.4974 -0.2 0.2 0.0 0.066
H 2.3957 5.9299 -0.0207 -0.3 0.1 0.3 0.064
H 3.7883 4.9167 0.2046 0.1 0.2 0.1 0.066
H 1.1360 3.4901 0.2316 -0.1 -0.1 -0.1 0.088
H 1.8805 4.0902 -1.2990 -0.5 -0.2 0.0 0.103
H 3.6168 2.5799 0.6308 -0.1 0.1 0.1 0.111
H 3.8267 2.8107 -1.0777 0.0 0.2 0.0 0.111
H 2.5946 1.0057 -1.6615 -0.2 -0.2 0.0 0.117
H 3.0839 0.5078 -0.0334 0.0 -0.2 -0.1 0.106
H 0.5105 1.5084 -0.8279 -0.1 0.3 0.2 0.111
H 0.1853 -1.9318 -1.3162 0.0 -0.1 -0.1 0.126
H 1.1886 -0.7163 -2.0682 0.3 -0.2 -0.1 0.118
H 2.0566 -3.1211 -1.4452 0.0 0.0 0.0 0.133
H 2.3353 -2.4988 0.1631 0.2 0.4 0.1 0.128
H 6.3864 -2.8085 -0.6218 0.0 0.0 0.0 0.088
H 5.4886 -2.9150 -2.1606 0.2 0.1 -0.2 0.082
H 6.3578 -1.4190 -1.6918 -0.1 0.0 -0.2 0.091
H -1.9985 0.1795 2.5645 -0.1 -0.3 -0.5 -0.087
H -2.7889 -0.4467 -0.5116 0.0 -0.1 0.1 0.141
H -2.1532 0.6976 -2.7486 -0.1 0.1 0.1 0.082
H -0.4861 0.3739 -2.3293 0.0 0.0 -0.1 0.065
H -1.7134 -0.9421 -2.4394 0.5 -0.1 -0.3 0.086
H -1.7144 2.3014 0.0524 0.1 -0.1 0.1 0.072
H -2.7701 2.0944 -1.3225 0.3 -0.1 -0.2 0.099
H -3.6684 0.7441 1.1604 -0.1 0.2 0.4 0.043
H -3.9296 2.5259 0.9988 0.0 -0.1 0.2 0.074
H -4.5853 1.3762 -0.1744 -0.1 0.1 0.0 0.075
O 2.8621 4.3996 4.7981 -2.0 2.5 -0.7 -0.289
P 1.7583 4.1075 5.7717 1.9 -4.9 2.5 0.698
N 2.5430 4.3835 7.2674 0.3 0.1 -0.2 -0.317
C 2.1413 3.7982 8.5268 -0.6 0.0 0.1 -0.137
C 2.9503 5.7701 7.4633 0.1 0.2 -0.4 -0.138
N 1.5766 2.4006 5.4778 0.0 -0.1 0.6 -0.332
C 2.3920 1.4516 6.2215 0.1 0.0 0.2 -0.128
C 1.6256 2.0808 4.0520 0.0 0.2 -0.1 -0.159
N 0.1055 4.2703 6.3793 0.0 2.1 -2.0 -0.297
C -0.7884 3.1304 6.5183 0.0 -0.4 0.0 -0.133
C -0.6118 5.3728 5.7040 0.2 0.2 0.2 -0.138
H 1.2431 4.2683 8.9538 0.0 0.0 0.0 0.082
H 2.9539 3.9131 9.2475 0.0 0.1 -0.1 0.085
H 1.9595 2.7303 8.4479 -0.1 0.1 -0.1 0.047
H 2.0972 6.4113 7.7347 0.1 0.0 0.1 0.079
H 3.4010 6.1687 6.5544 0.0 -0.1 0.0 0.071
H 3.6991 5.8398 8.2538 0.0 -0.1 0.1 0.080
H 3.4504 1.7393 6.2647 0.0 -0.1 0.0 0.090
H 2.3257 0.4661 5.7585 0.0 0.1 -0.2 0.084
H 2.0211 1.3144 7.2389 0.1 0.0 0.0 0.052
H 2.6535 2.0406 3.6744 0.0 0.1 -0.1 0.084
H 1.0853 2.8276 3.4658 0.0 0.0 0.0 0.065
H 1.1561 1.1146 3.8678 0.0 0.0 0.1 0.046
H -1.0248 2.6387 5.5714 0.0 0.0 0.0 0.079
H -1.7229 3.4906 6.9593 0.1 0.2 0.0 0.084
H -0.3851 2.3944 7.2097 0.1 0.0 -0.1 0.073
H -0.8623 5.1246 4.6659 -0.1 0.0 0.0 0.079
H 0.0090 6.2739 5.6918 0.0 0.0 0.0 0.074
H -1.5319 5.6204 6.2345 0.0 -0.1 0.1 0.076
O -2.6311 -2.2435 -5.3981 -3.5 1.5 -1.4 -0.304
P -3.1997 -3.5984 -5.7718 6.2 -3.4 2.7 0.768
N -3.5235 -4.1801 -4.1852 -0.4 0.3 0.1 -0.317
C -3.4274 -5.5655 -3.7763 -0.2 -0.5 -0.4 -0.133
C -4.6849 -3.5533 -3.5589 0.0 0.4 -0.1 -0.140
N -1.6273 -4.1429 -6.3660 0.6 -0.6 0.2 -0.368
C -0.6388 -4.6259 -5.4159 -0.1 0.0 0.2 -0.136
C -1.0069 -3.1768 -7.2678 -0.2 0.1 0.0 -0.154
N -3.8783 -5.0484 -6.5858 -2.3 2.0 -1.4 -0.295
C -3.0600 -6.0550 -7.2490 0.4 -0.1 -0.2 -0.135
C -4.9952 -4.6839 -7.4850 -0.3 -0.1 0.4 -0.143
H -4.2678 -6.1800 -4.1276 0.0 0.0 0.0 0.083
H -3.4126 -5.6111 -2.6851 0.0 0.2 0.0 0.087
H -2.5045 -6.0322 -4.1086 0.0 0.1 -0.1 0.050
H -5.6292 -3.9581 -3.9521 0.0 0.0 0.1 0.079
H -4.6780 -2.4761 -3.7313 0.1 0.0 -0.1 0.069
H -4.6671 -3.7088 -2.4791 0.1 -0.1 0.0 0.080
H -0.5367 -3.9751 -4.5368 0.1 0.0 0.0 0.083
H 0.3369 -4.6990 -5.8999 0.0 0.1 -0.1 0.081
H -0.8663 -5.6395 -5.0796 -0.1 0.0 0.1 0.051
H -0.5225 -2.3560 -6.7285 0.0 0.1 -0.1 0.076
H -1.7477 -2.7371 -7.9394 0.0 0.0 0.0 0.073
H -0.2557 -3.6780 -7.8841 0.0 -0.1 0.0 0.080
H -2.4976 -5.6744 -8.1026 0.0 -0.1 0.0 0.085
H -3.7308 -6.8437 -7.6064 -0.2 0.1 0.1 0.088
H -2.3732 -6.5279 -6.5523 0.1 0.1 0.0 0.068
H -4.6445 -4.1675 -8.3850 -0.1 -0.1 -0.1 0.079
H -5.6924 -4.0172 -6.9665 0.0 0.0 0.0 0.074
H -5.5564 -5.5685 -7.7881 0.0 0.0 0.0 0.076

***

(2)
72
Properties=species:S:1:pos:R:3:forces:R:3:lowdin_charge:R:1 method="wB97M-V/def2-TZVPD" homo_energy_ev="-17.1 / -17.1" energy_ha=-3015.78129 total_charge=+3 s_squared=3.753 homo_lumo_gap_ev="7.618 / 7.736" spin_multiplicity=4
Er 1.0569 0.1841 0.2117 -2.1 0.5 -0.3 1.029
P -0.5638 -0.4725 -1.8495 -0.3 -0.3 -0.6 0.719
P 3.5962 -0.4333 0.1495 2.3 -0.6 0.1 0.743
P 1.1740 2.6374 -1.1995 0.3 0.8 -0.3 0.733
H -1.8687 1.8632 3.5779 -0.3 0.3 0.1 0.054
C -2.2186 2.6486 2.9019 0.0 -0.8 -0.6 -0.061
C -2.8738 2.2946 1.7831 1.0 0.7 0.1 -0.067
H -3.1176 1.2620 1.5388 0.0 0.1 0.2 0.034
C -1.5204 -1.9602 -1.4441 -0.1 -0.1 0.0 -0.231
C 0.5696 -1.0703 -3.1660 0.0 0.1 0.0 -0.227
C -1.8160 0.6425 -2.5525 -0.1 0.1 0.1 -0.227
C 4.7767 0.0053 1.4559 0.4 0.7 0.4 -0.219
C 3.7759 -2.2250 0.0403 -0.1 -0.3 -0.3 -0.228
C 4.1841 0.2880 -1.4130 0.2 0.2 -0.4 -0.221
C -0.3084 3.6931 -1.0767 -0.3 -0.2 0.0 -0.232
C 1.6004 2.3854 -2.9746 -0.2 -0.1 0.0 -0.241
C 2.4287 3.9131 -0.7961 0.1 -0.3 0.3 -0.232
H -1.9800 3.6751 3.1844 -0.2 -0.2 -0.2 0.066
H -3.1073 3.0366 1.0167 -0.3 -0.1 0.3 0.056
H -2.1746 -1.8001 -0.5785 0.1 0.0 -0.3 0.057
H -0.8518 -2.7939 -1.2110 -0.1 0.2 -0.3 0.037
H -2.1269 -2.2085 -2.3185 0.0 -0.2 0.1 0.081
H 1.1906 -1.8846 -2.7549 -0.3 0.1 -0.2 0.051
H 1.2571 -0.2824 -3.5073 -0.4 -0.2 0.0 0.027
H -0.0226 -1.4513 -4.0093 0.3 0.0 0.1 0.081
H -2.3613 1.1181 -1.7179 0.1 -0.3 -0.4 0.058
H -2.5099 0.0301 -3.1461 0.1 0.4 0.0 0.076
H -1.3736 1.4401 -3.1640 -0.2 -0.3 0.1 0.047
H 5.7509 -0.4996 1.3568 -0.4 -0.1 -0.2 0.089
H 4.3757 -0.2274 2.4633 0.3 0.1 -0.6 0.054
H 4.9914 1.0870 1.3829 -0.2 -0.3 0.3 0.077
H 4.8325 -2.5083 -0.0443 -0.2 0.1 -0.1 0.088
H 3.2095 -2.5736 -0.8326 0.3 -0.2 0.1 0.055
H 3.3525 -2.6838 0.9393 0.2 0.0 -0.2 0.048
H 5.2202 0.0023 -1.6273 -0.1 -0.1 0.1 0.089
H 4.1410 1.3851 -1.4167 0.0 -0.2 0.3 0.042
H 3.5680 -0.0476 -2.2563 0.1 -0.2 0.2 0.044
H -0.0626 4.6685 -1.5091 -0.2 -0.1 0.0 0.075
H -0.5494 3.8154 -0.0077 0.1 0.0 -0.4 0.042
H -1.1792 3.2539 -1.5782 0.2 0.2 0.1 0.038
H 1.9132 3.3624 -3.3642 -0.1 -0.3 -0.2 0.070
H 0.7638 1.9908 -3.5696 0.3 0.2 0.2 0.041
H 2.4466 1.6817 -3.0487 -0.3 0.4 -0.1 0.025
H 2.4187 4.6498 -1.6109 0.1 -0.2 0.2 0.072
H 3.4221 3.4595 -0.6890 -0.1 0.3 0.0 0.045
H 2.1550 4.4225 0.1329 0.1 -0.2 -0.1 0.046
C 1.9157 2.1926 2.9287 0.8 1.0 0.6 -0.259
C 3.0724 1.9100 3.6820 -0.1 0.8 -0.6 -0.023
C 3.8628 3.0193 4.0033 -0.1 0.1 0.1 -0.035
C 3.4309 4.3217 3.7069 0.6 0.3 -0.1 -0.049
C 2.1458 4.5458 3.2236 -0.4 -0.2 0.1 -0.044
C 1.3378 3.4602 2.8095 0.7 0.1 0.0 -0.013
O 1.5296 1.1915 2.0009 1.6 -1.6 0.3 -0.206
H 2.4205 0.6577 1.8253 -1.6 1.4 1.2 0.049
H 3.4327 0.8885 3.8980 -0.4 0.7 -0.2 0.124
H 4.8507 2.8537 4.4308 -0.3 0.1 0.1 0.128
H 4.1358 5.1804 3.7963 -0.7 -0.8 0.3 0.140
H 1.7931 5.5821 3.1402 0.0 -0.6 -0.1 0.132
H 0.3506 3.6303 2.3491 0.7 -0.3 0.1 0.101
C -0.5551 -3.6638 1.3371 0.3 -0.3 -0.8 -0.128
C -1.5264 -2.9536 2.2678 0.4 0.0 0.7 -0.107
C -1.2778 -1.4630 2.0661 -0.7 -0.1 0.2 -0.114
O 0.0282 -1.3514 1.3895 0.0 -0.4 -0.1 -0.356
C 0.6075 -2.6900 1.1422 -0.1 -0.5 0.4 -0.159
H -0.1871 -4.6118 1.7372 -0.1 0.1 0.0 0.144
H -0.9955 -3.8746 0.3579 -0.1 -0.1 0.4 0.103
H -1.2626 -3.1990 3.3033 -0.3 -0.1 -0.2 0.138
H -2.5690 -3.2223 2.0812 0.2 0.0 0.1 0.144
H -2.0506 -1.0131 1.4343 0.4 0.1 -0.1 0.108
H -1.2435 -0.9211 3.0153 0.2 0.0 -0.3 0.140
H 1.4058 -2.8712 1.8839 -0.3 0.3 -0.3 0.136
H 1.0262 -2.7493 0.1077 -0.2 0.3 0.6 0.108

***

(3)
19
Properties=species:S:1:pos:R:3:forces:R:3:lowdin_charge:R:1 method="wB97M-V/def2-TZVPD" homo_energy_ev=-9.2 energy_ha=-348.14983 total_charge=0 smiles="CC/C=C/CO.O" homo_lumo_gap_ev=9.945 e_above_lowest_kj_mol=144.4
C 2.5217 -0.5174 0.4904 0.0 0.0 0.1 -0.114
C 1.5601 -0.2982 -0.6754 0.0 0.0 -0.1 -0.252
C 0.1033 -0.3984 -0.3131 -0.2 -0.1 -0.2 -0.149
O 0.1829 1.6520 1.4728 -0.2 0.2 0.2 -0.061
C -0.8973 0.1552 -0.9973 0.2 -0.2 0.0 -0.121
C -2.3440 -0.0600 -0.6400 0.0 0.0 -0.4 -0.264
O -2.4842 -0.0961 0.7737 -0.2 -0.1 0.1 -0.075
H 3.5560 -0.5681 0.1343 -0.1 0.1 0.1 0.069
H 2.4352 0.2911 1.2207 0.0 -0.1 -0.1 0.063
H 2.3053 -1.4643 0.9985 0.0 0.1 -0.1 0.073
H 1.7412 -1.0630 -1.4400 0.1 0.0 0.0 0.111
H 1.7617 0.6695 -1.1496 -0.1 -0.1 0.0 0.115
H -0.1431 -0.9871 0.5724 0.0 0.0 -0.2 0.122
H -0.3846 1.0792 2.0041 0.1 0.1 0.1 0.039
H -0.6836 0.7696 -1.8722 -0.1 -0.1 0.1 0.116
H -0.2303 1.5608 0.6016 0.2 0.1 0.2 0.008
H -2.6714 -1.0143 -1.0798 -0.1 0.1 0.1 0.118
H -2.9678 0.7326 -1.0789 0.1 -0.1 0.1 0.113
H -3.3611 -0.4432 0.9777 0.2 0.1 0.0 0.091

***

(4)
9
Properties=species:S:1:pos:R:3:forces:R:3:lowdin_charge:R:1 method="wB97M-V/def2-TZVPD" homo_energy_ev="-13.4 / -15.4" energy_ha=-225.35762 total_charge=+1 homo_lumo_gap_ev="5.118 / 9.251" e_above_lowest_kj_mol=654.9
C -1.2807 -1.6593 0.2293 0.0 1.5 -2.2 0.347
N 1.2307 2.0626 1.2375 1.0 1.2 0.8 0.169
N 0.1986 1.8070 0.5207 1.4 5.6 0.5 -0.106
O -0.2179 0.7967 0.1613 -1.4 -4.2 -0.6 0.097
H -1.0919 -1.5567 -0.8926 -0.4 -0.1 1.8 0.085
H -0.7375 -2.3827 0.7685 0.5 -0.8 0.6 0.025
H -2.0685 -1.0726 0.7018 0.2 -0.2 -0.2 0.049
H 1.5954 3.0577 1.4382 -1.7 -1.9 -0.9 0.203
H 1.7677 1.3583 1.7045 0.3 -1.0 0.1 0.132

***

(5)
27
Properties=species:S:1:pos:R:3:forces:R:3:lowdin_charge:R:1 method="wB97M-V/def2-TZVPD" homo_energy_ev="-4.5 / -4.6" energy_ha=-3714.36365 total_charge=-1 s_squared=0.788 homo_lumo_gap_ev="6.424 / 6.528" e_above_lowest_kj_mol=160.5 spin_multiplicity=2
Cr -0.2816 -0.2695 0.0696 0.1 -0.5 -0.3 0.452
N -4.2690 0.7446 1.0696 -0.1 0.0 -0.1 0.197
C -2.9542 0.7690 0.8184 0.2 -0.1 0.0 -0.505
O -2.3526 -0.2744 0.5431 -0.2 0.0 0.1 -0.216
C -2.1517 2.0170 0.8871 -0.1 0.0 0.0 -0.179
C -0.7193 1.5529 1.0834 0.0 0.1 -0.2 -0.215
H -4.7676 -0.1110 0.8873 0.0 0.0 0.0 0.124
H -4.7812 1.6028 1.1592 0.0 0.0 0.1 0.112
H -2.5441 2.6905 1.6572 0.0 0.0 0.0 0.116
H -2.2631 2.5316 -0.0732 0.0 0.0 0.0 0.129
H -0.5627 1.2389 2.1252 0.0 0.0 0.0 0.076
H -0.0279 2.3615 0.8814 0.0 0.1 0.0 0.046
S 0.9808 -6.4301 -4.0518 0.0 0.1 0.2 0.445
C 0.7271 -5.1068 -3.0827 -0.1 0.0 -0.4 -1.534
S 1.8723 -3.8436 -2.8726 0.3 0.0 0.0 0.901
C 0.9132 -2.8173 -1.8426 0.3 0.1 0.0 -1.141
C -0.3120 -3.2607 -1.5592 -0.4 0.1 0.2 -1.143
S -1.3974 -2.2987 -0.6017 0.1 -0.1 0.0 0.628
S -0.7539 -4.7863 -2.2704 -0.2 -0.1 0.1 0.892
S 1.4832 -1.3011 -1.2214 -0.2 0.2 -0.1 0.639
N 1.4332 0.7178 0.2933 0.1 0.0 0.3 -0.101
C 2.3858 1.3240 0.5439 0.5 0.3 0.2 -0.153
C 3.4712 2.1259 0.8853 -0.1 0.0 0.0 -0.266
C 3.1972 3.3971 1.4675 0.1 -0.3 -0.1 -0.259
N 2.9627 4.4192 1.9522 0.0 0.0 -0.1 0.100
C 4.8108 1.6792 0.6974 -0.3 0.1 0.0 -0.251
N 5.9007 1.3276 0.5544 0.0 0.0 0.0 0.106